(1)
45
Properties=species:S:1:pos:R:3:forces:R:3:lowdin_charge:R:1 method="wB97M-V/def2-TZVPD" orbital_gap_ha=0.333 total_energy_ev=-26442.6308 homo_energy_ev=-8.95 max_force_ev_per_a=3.79 lumo_energy_ha=0.004 relative_energy_kj_mol=167.67
H 3.53258 -1.02649 0.60070 -0.781 -1.142 -0.645 0.103
N 2.70560 -1.64449 0.42684 -0.254 1.159 -0.218 0.096
C 2.47063 -1.97613 -0.82198 1.012 0.108 0.680 -0.541
N 3.37210 -1.82299 -1.80849 1.385 0.662 -0.570 0.151
N 1.32780 -2.56586 -1.20029 -0.522 0.794 2.697 0.066
C 0.23596 -2.75216 -0.26013 -0.184 -0.117 1.523 -0.183
C -1.13063 -2.48104 -0.87056 0.186 0.329 -1.560 -0.186
C -2.28993 -2.40833 0.09454 -0.136 -2.198 -0.034 -0.162
C -2.26139 -1.16584 0.87047 -0.910 2.225 0.945 -0.381
N -3.34303 -1.27206 1.81913 -1.705 1.686 0.794 0.037
C -2.42891 0.16076 0.07951 -1.042 -2.251 0.491 -0.449
O -3.55754 0.52819 -0.20028 -0.123 0.511 -0.415 0.055
N -1.33360 0.80040 -0.27228 1.078 0.519 -0.584 0.120
C 0.09467 0.62911 0.01174 -1.262 -1.329 -1.380 -0.201
C 0.76526 1.68784 -0.85402 1.109 0.136 -0.140 -0.114
C 0.87601 3.13968 -0.31718 -3.674 -0.863 -0.347 -0.372
C -0.62163 3.66721 -0.20583 1.668 1.890 -1.723 -0.060
C 1.64244 3.34088 0.94329 0.719 2.729 2.511 -0.092
C 0.26187 0.59019 1.52476 0.791 -1.187 -0.867 -0.573
O -0.39790 1.29591 2.21714 -0.546 0.831 1.236 0.119
O 1.02453 -0.39648 1.94755 0.848 -0.139 -0.640 0.034
H 4.30297 -1.45327 -1.61756 -0.737 -0.314 0.005 0.118
H 3.23814 -2.24854 -2.70236 -0.050 -0.091 -0.195 0.098
H 1.08297 -2.72905 -2.11786 -0.024 -0.223 -2.240 0.116
H 0.36156 -2.14692 0.67411 0.115 -0.595 -1.077 0.108
H 0.33033 -3.79028 0.05613 -0.510 -0.152 0.300 0.130
H -1.26666 -3.23380 -1.62518 -0.426 -0.726 -0.366 0.103
H -1.11042 -1.56264 -1.49480 0.175 -0.124 0.498 0.121
H -2.20265 -3.24143 0.85552 -0.094 0.736 -0.793 0.143
H -3.32529 -2.55155 -0.34793 1.338 0.283 0.070 0.149
H -1.37916 -0.98664 1.42520 1.186 -0.639 0.639 0.109
H -3.26807 -0.49746 2.55021 -0.205 -1.318 -1.398 0.117
H -4.18535 -1.02122 1.21991 0.982 -0.271 1.327 0.098
H -1.50163 1.59674 -0.82846 -0.516 0.854 -0.465 0.093
H 0.39293 -0.37453 -0.41817 -0.129 1.185 0.559 0.119
H 0.24528 1.64645 -1.87094 0.828 0.216 1.266 0.151
H 1.78736 1.34508 -0.97760 0.349 -0.166 -0.397 0.105
H 1.29273 3.71239 -1.11850 0.574 0.371 -0.467 0.117
H -1.22912 3.56592 -1.13286 0.763 0.101 0.164 0.089
H -1.22501 3.27222 0.52743 -0.832 -1.344 2.020 0.038
H -0.58196 4.73887 0.02064 -0.022 0.005 -0.174 0.080
H 1.18319 3.12670 1.94399 0.023 -0.681 -1.292 0.090
H 1.84703 4.46252 1.17010 -0.431 -1.371 -1.005 0.108
H 2.65463 2.96351 0.93183 0.249 -0.606 -0.135 0.068
H 1.61129 -0.92136 1.15255 -0.264 0.515 1.404 0.062

=====

(2)
49
Properties=species:S:1:pos:R:3:forces:R:3:mulliken_spin:R:1 method="wB97M-V/def2-TZVPD" total_charge=+1 orbital_gap_ha="0.142 / 0.188" total_energy_ev=-55001.1255 spin_multiplicity=7 homo_energy_ev="-8.01 / -9.99" max_force_ev_per_a=3.77 lumo_energy_ha="-0.152 / -0.180"
O -1.32652 0.41585 -3.10804 3.075 -0.628 2.082 -0.016
H -2.98187 1.51660 -3.58105 -0.307 0.292 -0.547 0.009
Tb 0.68005 -0.02216 -0.07004 -3.024 0.817 1.088 4.164
N 1.50941 -1.85347 -1.39721 1.086 -0.872 -1.462 0.148
N -0.73823 -1.96376 -0.25731 -1.995 -1.572 0.012 0.176
N 0.59471 2.44201 -0.22880 -1.509 1.958 0.438 0.046
N -1.36261 1.08574 0.62706 -0.639 2.604 0.283 0.003
O 2.56199 -1.66660 -2.11557 -0.749 -0.429 0.627 0.383
O 1.57394 3.06056 -0.79169 0.548 -0.450 -0.176 0.010
O -2.42088 0.35720 1.08432 -0.382 -1.381 -0.056 -0.005
O -1.96311 -1.94255 0.19443 1.782 -0.698 -0.631 0.383
C -0.30121 -3.16415 -0.75847 -0.019 0.605 0.271 -0.049
C 0.96129 -3.09993 -1.40186 -0.079 0.497 0.445 -0.027
C -0.41921 3.19241 0.27059 2.392 -1.089 -0.965 -0.019
C -1.52311 2.42363 0.73953 0.213 -3.360 0.013 0.005
C 1.62523 -4.27991 -2.02350 0.185 -0.110 -0.235 0.010
H 0.96386 -4.77674 -2.75195 0.208 0.233 0.235 0.001
H 1.88314 -5.03525 -1.26198 -0.139 0.306 -0.177 -0.001
H 2.54443 -3.95818 -2.52519 -0.289 -0.144 0.109 0.001
C -1.07861 -4.44175 -0.66064 -0.262 -0.089 -0.014 0.011
H -2.07705 -4.26349 -0.23678 0.442 -0.021 -0.168 0.002
H -0.54371 -5.16981 -0.01894 -0.187 0.383 -0.299 -0.004
H -1.19350 -4.91205 -1.65620 0.091 0.273 0.455 -0.001
C -0.39282 4.67661 0.30550 -0.059 0.412 -0.065 0.000
C -2.72962 3.08132 1.30976 -0.374 -0.103 0.178 -0.002
H 0.55273 5.05177 -0.09386 -0.218 -0.137 0.060 0.000
H -0.52224 5.05355 1.32801 0.095 -0.120 -0.106 -0.001
H -1.22140 5.10800 -0.27114 0.187 -0.082 -0.026 -0.001
H -3.47441 2.35594 1.63320 0.140 0.007 -0.105 0.000
H -3.19352 3.75349 0.57813 0.176 -0.111 0.047 0.001
H -2.45996 3.69818 2.17531 0.080 -0.078 -0.175 0.001
H 2.34399 1.63555 -1.39397 -0.279 0.844 0.330 0.003
H -2.26863 -0.61153 0.70693 -0.365 1.580 0.639 -0.004
C -2.39922 0.68238 -3.95738 -1.025 0.656 -0.293 0.134
H -1.92835 1.00055 -4.93098 1.351 0.964 0.427 0.128
H -2.83650 0.26277 -5.05479 -2.331 -0.829 -2.047 0.448
H -3.00015 -0.20582 -3.73820 -0.481 -0.730 0.538 0.128
O 2.20608 0.66135 -1.23819 2.387 0.515 -2.031 -0.020
H -0.49903 0.59237 -3.57451 -0.044 0.221 0.046 -0.036
H 2.67969 0.03597 -1.85421 -0.139 0.084 0.274 0.000
C 2.42672 0.56240 5.22358 -0.266 0.466 -0.171 0.000
C 2.72290 -0.69038 4.37385 0.219 -0.006 0.346 -0.001
C 2.19481 -0.50803 3.01735 -0.834 0.045 -1.627 -0.004
N 1.72973 -0.35088 1.95907 1.433 -0.530 3.063 -0.003
H 2.91351 1.44198 4.78394 -0.114 -0.215 0.134 0.000
H 2.77616 0.46350 6.25453 0.037 -0.241 -0.274 0.000
H 1.34645 0.75368 5.25231 0.272 -0.049 0.019 0.000
H 3.81287 -0.86482 4.30931 -0.501 -0.022 -0.101 0.000
H 2.25177 -1.58414 4.82572 0.207 0.334 -0.408 0.000

=====

(3)
51
Properties=species:S:1:pos:R:3:forces:R:3:lowdin_charge:R:1 method="wB97M-V/def2-TZVPD" total_charge=+1 orbital_gap_ha=0.350 total_energy_ev=-56812.3466 homo_energy_ev=-12.79 max_force_ev_per_a=1.42 lumo_energy_ha=-0.120 relative_energy_kj_mol=41.80
C 0.86676 0.58899 0.12888 -0.258 -0.378 0.038 -0.039
C 0.44949 -0.87678 0.31691 1.090 0.517 -0.073 -0.202
O -0.87110 -0.98277 0.90975 -0.799 -0.210 -0.534 0.036
B -1.68995 -1.87376 0.24055 1.126 0.097 0.392 -0.678
O -1.44809 -3.21691 0.22815 -0.783 0.694 0.236 0.221
C -2.96239 -1.23216 -0.52430 0.543 -1.298 0.192 -0.614
Cl -2.26799 -0.45849 -1.97069 -0.277 0.097 0.145 0.827
C -3.99208 -2.32362 -0.80636 -0.138 0.083 0.234 -0.154
O -5.32280 -1.86682 -0.99548 0.248 0.155 0.212 -0.073
C -5.47339 -0.49101 -1.22179 -0.212 0.409 -0.093 -0.227
C -4.83777 0.39750 -0.13573 0.121 1.290 -0.355 -0.545
S -4.43699 2.02365 -0.87305 -0.023 -0.167 0.167 0.828
N -3.57313 -0.23961 0.40854 -0.492 -0.235 0.077 0.074
H -0.00255 1.24638 0.11488 -0.007 -0.013 -0.041 0.074
H 1.52919 0.89510 0.93456 -0.046 0.142 0.003 0.081
H 1.38769 0.70705 -0.81980 0.066 0.068 0.040 0.082
H 0.48095 -1.40181 -0.64117 -0.246 -0.010 0.030 0.118
H 1.20005 -1.34994 0.95261 -0.318 -0.231 0.175 0.121
H -0.96000 -3.44039 1.03372 0.380 -0.240 -0.367 0.134
H -3.64855 -2.95672 -1.62483 -0.023 0.192 -0.179 0.151
H -4.00777 -2.96976 0.07800 -0.076 0.002 -0.023 0.143
H -5.11447 -0.16569 -2.20369 0.150 -0.229 -0.023 0.107
H -6.54231 -0.28995 -1.19352 -0.011 -0.025 -0.063 0.145
H -5.51815 0.60234 0.68633 0.138 -0.437 0.210 0.121
H -4.35235 2.74472 0.27098 -0.187 -0.301 -0.179 -0.101
H -2.87793 0.45366 0.70481 0.059 0.048 -0.208 0.162
H -3.83026 -0.76456 1.25107 0.028 0.005 0.000 0.198
C 0.30030 2.51466 -4.81080 -0.246 -0.142 -0.066 -0.050
O 1.53090 3.12296 -5.18804 -0.007 0.016 0.038 0.011
C 2.26538 3.53580 -4.15245 0.150 0.045 -0.164 -0.623
O 1.96792 3.41847 -2.99083 -0.035 -0.041 0.062 0.110
O 3.37575 4.08938 -4.62689 -0.074 -0.030 0.020 0.013
C 4.26846 4.58137 -3.62335 0.224 0.123 0.083 -0.033
H -0.20127 2.21577 -5.72700 0.138 0.071 -0.087 0.095
H 0.48385 1.63126 -4.19948 -0.009 0.058 0.081 0.089
H -0.32932 3.22126 -4.27178 0.048 -0.026 0.086 0.096
H 4.60539 3.77185 -2.97864 -0.089 0.004 0.042 0.097
H 3.79036 5.35993 -3.03215 -0.051 -0.073 0.046 0.098
H 5.12138 5.00137 -4.14771 -0.071 -0.040 -0.120 0.096
C 1.58740 -3.38597 3.85220 -0.207 -0.077 -0.027 -0.049
O 2.77077 -2.67619 3.49818 -0.061 0.000 -0.137 -0.006
C 3.38742 -2.10003 4.53848 0.176 0.087 -0.038 -0.623
O 3.01716 -2.14263 5.67974 -0.065 -0.018 0.010 0.135
O 4.46866 -1.47568 4.08127 -0.082 -0.036 -0.042 0.006
C 5.23517 -0.81175 5.09236 0.225 0.152 0.104 -0.030
H 1.18596 -3.80236 2.93012 0.154 0.017 -0.067 0.081
H 1.81033 -4.19818 4.54100 -0.019 0.062 0.072 0.103
H 0.85231 -2.71201 4.29161 0.050 -0.032 0.123 0.097
H 5.60203 -1.52609 5.82630 -0.097 -0.003 0.037 0.101
H 4.64122 -0.04188 5.58093 -0.049 -0.079 0.051 0.099
H 6.07839 -0.34995 4.58762 -0.057 -0.061 -0.121 0.095

=====

(4)
46
Properties=species:S:1:pos:R:3:forces:R:3:mulliken_spin:R:1 method="wB97M-V/def2-TZVPD" total_charge=+2 orbital_gap_ha="0.225 / 0.145" total_energy_ev=-58503.2061 spin_multiplicity=7 homo_energy_ev="-14.17 / -14.11" max_force_ev_per_a=2.66 lumo_energy_ha="-0.295 / -0.374"
Eu 0.19678 0.33215 0.81174 0.236 -1.546 -2.016 4.281
P -0.40604 2.41792 -1.09988 0.327 0.545 0.815 -0.025
C -2.16870 2.04193 -1.03850 -0.100 -0.985 -2.464 0.601
C -2.62813 0.67114 -1.19730 -0.542 0.117 0.287 -0.094
N -1.91285 -0.38029 -0.65546 0.151 0.128 0.332 0.085
C -2.41659 -1.62778 -0.73204 0.687 0.208 0.287 0.033
C -3.62658 -1.89886 -1.36614 -0.687 0.155 -0.332 0.129
C -4.37889 -0.86034 -1.91076 0.256 0.026 0.003 -0.035
C -3.87862 0.43822 -1.82281 0.152 -0.005 0.109 0.167
C -1.66260 -2.81390 -0.13336 0.016 0.312 -0.356 -0.006
P -0.51829 -2.43731 1.25829 -0.746 -0.881 0.304 -0.008
H -4.42450 1.28774 -2.24166 0.142 -0.347 0.177 0.000
H -3.96865 -2.93281 -1.41371 0.003 0.324 -0.009 0.001
H -5.33745 -1.05204 -2.39510 0.301 0.028 0.135 0.003
H -2.38766 -3.55994 0.23414 0.273 0.193 -0.314 0.000
H -1.04828 -3.28452 -0.92269 -0.321 0.115 0.175 0.006
H -2.97673 2.44159 0.46509 -0.513 0.300 2.164 0.025
H -2.79904 2.78256 -1.56193 -0.004 -0.240 0.507 -0.011
H -2.16355 1.64639 2.17536 0.487 -0.361 0.439 -0.011
O -3.08498 2.53092 1.48772 -0.266 0.098 -1.503 0.047
H -3.99623 2.79798 1.70803 0.427 -0.138 -0.140 0.000
H 0.98294 1.45107 2.26480 0.911 1.172 1.398 0.687
O -1.35332 1.05171 2.49453 -0.050 -0.092 -0.286 0.024
H -1.45480 0.82601 3.43449 -0.008 0.224 -0.307 0.002
C -1.66778 -2.61405 2.68190 0.194 0.453 0.126 -0.001
H -2.02812 -3.64936 2.75299 0.096 0.313 0.001 0.001
H -1.12951 -2.33932 3.59964 -0.214 -0.233 -0.117 0.000
H -2.51439 -1.92477 2.56954 0.111 -0.188 0.029 0.000
C 0.44000 -3.98607 1.36601 0.535 0.351 -0.133 0.001
H 1.18752 -3.86685 2.16160 -0.190 -0.194 -0.163 0.000
H -0.20474 -4.85064 1.57339 0.113 0.320 -0.065 -0.001
H 0.97903 -4.13013 0.42107 -0.066 -0.071 0.245 0.000
C 0.08407 2.93382 -2.78629 -0.027 -0.387 -0.229 0.044
H -0.37196 3.89744 -3.05981 0.106 -0.360 0.141 0.000
H 1.18446 3.02184 -2.78803 -0.424 0.024 0.043 0.003
H -0.19142 2.15486 -3.51258 0.094 0.296 0.180 0.002
C -0.37525 3.99198 -0.15784 0.279 -0.165 0.054 0.017
H 0.67472 4.28390 -0.01257 -0.335 0.108 -0.082 0.000
H -0.91282 4.76463 -0.72364 0.157 -0.095 0.268 -0.001
H -0.83860 3.84605 0.82883 0.095 0.168 -0.275 -0.003
B 5.13071 -0.28401 -0.24497 0.761 -0.270 -0.100 0.005
C 3.63135 -0.13398 0.03780 0.046 0.019 -0.006 0.015
N 2.48019 -0.01911 0.24913 -1.378 0.278 0.524 -0.007
H 5.58922 -1.15331 0.48945 -0.409 0.255 -0.144 -0.001
H 5.68882 0.77996 -0.02743 -0.369 -0.113 -0.018 0.010
H 5.28514 -0.60741 -1.41852 -0.306 0.140 0.317 0.011